<P>
This record from OMol25 describes a cluster of 2 separate species, C4H15N3O in total. The level of theory is the ωB97M-V functional and the def2-TZVPD basis.

Geometry as XYZ:
```
23
Properties=species:S:1:pos:R:3
N 2.0721 1.6749 1.5683
C 0.9582 0.6646 1.4701
C 0.5068 0.3020 0.0876
N 0.0242 -1.1423 0.0849
C -1.2201 -1.2336 -0.7542
C -1.4763 -2.5323 -1.4871
N -2.8467 -2.8737 -1.7428
H 2.5875 1.7761 2.4286
H 2.7280 1.5391 0.7858
H 0.1846 1.1488 2.0618
H 1.1312 -0.3144 2.0889
H -0.1629 1.0280 -0.3899
H 1.3653 0.3137 -0.6408
H 0.7526 -1.5642 -0.4774
H -2.0104 -0.8774 -0.0813
H -1.2580 -0.3562 -1.4630
H -0.9784 -2.5899 -2.4432
H -0.9864 -3.3506 -0.8845
H -3.6355 -2.6516 -1.0966
H -3.1197 -2.4870 -2.6598
H 2.2867 5.0642 0.8736
H 1.5115 3.7510 1.2460
O 1.5856 4.7107 1.4251
```

Summary:
E_HOMO, hartree: -0.338
SMILES string: NCCNCCN.O
Frontier orbital gap, eV: 10.08
Multiplicity: 1


<Q>
This record from OMol25 describes a structure of composition C4H15N3O. The level of theory is the ωB97M-V functional and the def2-TZVPD basis.

Geometry as XYZ:
```
23
Properties=species:S:1:pos:R:3
N -0.6130 -1.0767 0.2328
C 0.6336 -1.6956 -0.3247
C 1.0020 -1.1739 -1.7395
N 2.1899 -1.8669 -2.2655
H -0.3734 -0.2464 1.0602
H -1.0074 -0.1667 -0.5990
H -1.3930 -1.6819 0.2536
H 1.4595 -1.5635 0.4102
H 0.5441 -2.7923 -0.4553
H 0.1777 -1.4465 -2.4177
H 1.2082 -0.0774 -1.7652
H 2.5992 -1.3556 -3.0463
H 2.8999 -1.8869 -1.5675
C -0.5015 1.9576 2.6784
N -0.3614 1.0634 1.5273
C -1.2337 1.6327 0.4508
O -1.2275 0.9942 -0.7881
H -0.2395 3.0633 2.5089
H 0.0833 1.5951 3.5506
H -1.5504 1.9472 3.0311
H 0.6239 1.1526 1.2426
H -0.8698 2.6915 0.3380
H -2.2532 1.6502 0.9082
```

Summary:
E_HOMO, hartree: -0.313
Frontier orbital gap, eV: 9.34
Multiplicity: 1


<R>
This record from OMol25 describes a structure of composition C4H15N3O. The level of theory is the ωB97M-V functional and the def2-TZVPD basis.

Geometry as XYZ:
```
23
Properties=species:S:1:pos:R:3
C 2.6447 -0.6006 0.6526
N 3.4441 -1.5611 -0.0616
C 1.3439 -0.3539 -0.1107
N 0.5216 0.6817 0.5540
H 3.1502 0.3599 0.7901
H 2.3627 -0.9076 1.6816
H 4.2914 -1.7731 0.4450
H 2.9534 -2.4307 -0.2088
H 0.7400 -1.2551 -0.1324
H 1.5541 -0.0326 -1.1283
H -0.5271 0.9381 -0.0468
H 0.2175 0.3475 1.4711
H 1.0190 1.5624 0.6650
C -2.8692 1.5105 -0.0006
N -1.7383 0.8723 -0.6888
C -1.9278 -0.6280 -0.6963
O -3.0825 -1.0447 -1.1299
H -3.8008 1.3101 -0.5308
H -2.7168 2.5929 0.0149
H -2.9867 1.1307 1.0144
H -1.7948 1.2308 -1.6357
H -1.7277 -0.9239 0.3819
H -1.0708 -1.0255 -1.2996
```

Summary:
E_HOMO, hartree: -0.240
Frontier orbital gap, eV: 6.74
Multiplicity: 1


Short version: <P> is the most stable of them.


<P>
This record from OMol25 describes a cluster of 2 separate species, CH3IO in total. The level of theory is the ωB97M-V functional and the def2-TZVPD basis.

Geometry as XYZ:
```
6
Properties=species:S:1:pos:R:3
C 0.2274 -0.4788 -0.2451
O -0.5597 0.3516 -0.7761
I -1.2306 2.8673 0.9448
H 1.3287 -0.1655 -0.0836
H 0.2653 -1.5732 -0.6150
H -0.0312 -1.0013 0.7751
```

Summary:
E_HOMO (alpha / beta), hartree: -0.338 / -0.332
Frontier orbital gap (alpha / beta), eV: 5.15 / 4.91
Multiplicity: 1


<Q>
This record from OMol25 describes a cluster of 2 separate species, CH3IO in total. The level of theory is the ωB97M-V functional and the def2-TZVPD basis.

Geometry as XYZ:
```
6
Properties=species:S:1:pos:R:3
C -0.3995 -0.3738 -0.4043
O 1.2027 0.4969 0.5784
I -1.4797 -0.9149 1.2386
H -0.6653 0.5877 -0.8178
H 0.2811 -1.1393 -0.7923
H 1.0606 1.3435 0.1975
```

Summary:
E_HOMO, hartree: -0.351
Frontier orbital gap, eV: 9.15
Multiplicity: 1


Short version: <Q> is the most stable of them.


<P>
This record from OMol25 describes a structure of composition C25H30BaN13S3. The level of theory is the ωB97M-V functional and the def2-TZVPD basis.

Geometry as XYZ:
```
72
Properties=species:S:1:pos:R:3
Ba -0.1966 0.1808 0.0273
S -1.4690 2.2596 1.9562
C 0.1748 2.6215 2.1057
N 1.1810 2.1124 1.4148
C 2.4005 2.6333 1.8121
C 3.6433 2.2841 1.2832
C 4.7880 2.8972 1.7667
C 4.7111 3.8564 2.7738
C 3.4850 4.2113 3.3165
C 2.3402 3.5960 2.8336
S 0.6802 3.8138 3.3026
H 3.7067 1.5229 0.5111
H 5.7555 2.6278 1.3638
H 5.6134 4.3265 3.1402
H 3.4196 4.9519 4.1024
C 3.0681 4.5089 -2.8773
C 1.6251 4.2152 -3.0392
N 0.7745 4.9118 -3.7099
N -0.4150 4.2610 -3.5411
C -0.3351 3.1516 -2.7855
S -1.5738 2.1442 -2.3342
N 0.9982 3.1163 -2.4678
N 1.5844 2.1454 -1.6650
H 3.2968 5.4329 -3.4002
H 3.6806 3.7084 -3.2954
H 3.3251 4.6248 -1.8230
H -1.2617 4.6303 -3.9401
H 1.9119 2.5630 -0.7962
H 2.3612 1.7311 -2.1694
C -3.9156 -2.4777 2.8215
N -2.5677 -2.8278 3.2389
C -2.3815 -3.6777 4.4051
C -1.5234 -2.2795 2.5529
N -1.6447 -1.4607 1.5699
N -0.2764 -2.6930 3.0094
C 0.9801 -2.2162 2.6984
N 1.9497 -2.7929 3.4943
N 1.2291 -1.3934 1.7489
H -4.6295 -3.0036 3.4471
H -4.0948 -2.7716 1.7842
H -4.1023 -1.4057 2.9292
H -3.3538 -3.9453 4.8053
H -1.8352 -3.1636 5.2000
H -1.8757 -4.6151 4.1534
H -2.6211 -1.2371 1.4183
H -0.2816 -3.4418 3.6789
H 1.6932 -3.0325 4.4395
H 2.8675 -2.3842 3.4296
H 2.2150 -1.1513 1.7761
C -5.8175 -0.8749 -2.2007
C -5.0505 -0.1656 -1.2895
C -3.6807 -0.3531 -1.2349
C -3.0582 -1.2552 -2.0991
C -3.8404 -1.9662 -3.0192
C -5.2061 -1.7769 -3.0654
N -1.6517 -1.4082 -1.9983
N -1.1477 -2.1879 -2.8226
C 0.2560 -2.3591 -2.7262
C 0.7931 -3.3983 -3.4815
C 2.1553 -3.6262 -3.4232
C 2.9273 -2.8146 -2.6058
C 2.2948 -1.8207 -1.8773
N 0.9883 -1.5780 -1.9322
H -6.8879 -0.7251 -2.2423
H -5.5214 0.5451 -0.6235
H -3.1157 0.2271 -0.5138
H -3.3557 -2.6625 -3.6877
H -5.8018 -2.3301 -3.7788
H 0.1318 -3.9900 -4.0978
H 2.6116 -4.4186 -4.0003
H 3.9959 -2.9532 -2.5244
H 2.8754 -1.1775 -1.2219
```

Summary:
Total charge: +1
E_HOMO, hartree: -0.342
Frontier orbital gap, eV: 5.93
Multiplicity: 1


<Q>
This record from OMol25 describes a structure of composition C25H30BaN13S3. The level of theory is the ωB97M-V functional and the def2-TZVPD basis.

Geometry as XYZ:
```
72
Properties=species:S:1:pos:R:3
Ba -0.6605 0.1794 -0.0482
S -3.6734 0.3654 -0.5037
C -3.2004 -0.5691 -1.8633
N -1.9652 -0.9149 -2.1737
C -1.9239 -1.6478 -3.3517
C -0.7698 -2.1404 -3.9559
C -0.8808 -2.8699 -5.1259
C -2.1269 -3.1109 -5.7069
C -3.2814 -2.6181 -5.1225
C -3.1689 -1.8881 -3.9468
S -4.4105 -1.1439 -2.9885
H 0.1889 -1.9282 -3.4979
H 0.0058 -3.2644 -5.6070
H -2.1923 -3.6836 -6.6219
H -4.2487 -2.7984 -5.5723
C 2.5679 -6.3207 -1.1151
C 2.5596 -5.0071 -1.7974
N 2.6102 -4.8057 -3.0762
N 2.5620 -3.4512 -3.2106
C 2.4841 -2.7944 -2.0470
S 2.3548 -1.1488 -1.7251
N 2.5039 -3.8042 -1.1362
N 2.3742 -3.6161 0.2445
H 2.5876 -7.1044 -1.8671
H 1.6769 -6.4332 -0.4972
H 3.4438 -6.4257 -0.4736
H 2.5690 -3.0296 -4.1234
H 3.2402 -3.9274 0.6781
H 2.3453 -2.5991 0.3514
C 1.6976 4.0018 2.8322
N 2.0624 4.1100 1.4285
C 2.8514 5.2566 1.0006
C 1.7215 3.0935 0.5873
N 1.2215 1.9630 0.9595
N 1.9595 3.3697 -0.7511
C 1.6930 2.5834 -1.8712
N 2.4244 3.0126 -2.9546
N 0.8237 1.6527 -1.8788
H 1.8156 4.9751 3.2994
H 2.3268 3.2850 3.3688
H 0.6508 3.7111 2.9364
H 2.2580 5.9882 0.4441
H 3.7095 4.9487 0.4002
H 3.2476 5.7537 1.8808
H 1.1876 1.9184 1.9723
H 2.2810 4.2951 -0.9739
H 3.3719 3.3094 -2.7838
H 2.3051 2.4858 -3.8043
H 0.8320 1.1514 -2.7635
C -3.2800 4.9446 2.7526
C -2.4548 4.5539 1.7091
C -1.9482 3.2645 1.6793
C -2.2655 2.3704 2.6964
C -3.1009 2.7585 3.7424
C -3.6024 4.0462 3.7651
N -1.7089 1.0611 2.5860
N -1.9177 0.3229 3.5566
C -1.4039 -1.0055 3.4560
C -1.4361 -1.7391 4.6323
C -0.9691 -3.0426 4.6119
C -0.5053 -3.5620 3.4149
C -0.5260 -2.7531 2.2894
N -0.9631 -1.4953 2.2974
H -3.6843 5.9478 2.7748
H -2.2169 5.2470 0.9134
H -1.2960 2.9551 0.8719
H -3.3543 2.0480 4.5154
H -4.2566 4.3536 4.5697
H -1.8282 -1.2775 5.5269
H -0.9762 -3.6444 5.5104
H -0.1423 -4.5773 3.3416
H -0.1758 -3.1412 1.3387
```

Summary:
Total charge: +1
E_HOMO, hartree: -0.338
Frontier orbital gap, eV: 5.85
Multiplicity: 1


Short version: <P> is the most stable of them.


<P>
This record from OMol25 describes the ion C7H15N2 with charge +1. The level of theory is the ωB97M-V functional and the def2-TZVPD basis.

Geometry as XYZ:
```
24
Properties=species:S:1:pos:R:3
C -1.3109 -0.0784 0.6565
C -0.6290 1.3141 0.5729
C 0.8362 1.0750 0.0667
C -2.6584 -0.3713 1.2119
C 1.5240 2.2466 -0.5910
C 2.0206 -0.7291 -0.8887
C -0.7198 -2.3101 -0.3235
N 0.8461 0.0273 -0.8430
N -0.5899 -0.9767 0.0877
H -1.3090 1.8481 -0.0701
H -0.8324 1.8828 1.5305
H 1.4254 0.7982 0.9248
H -2.5255 -0.5407 2.2847
H -3.0856 -1.3091 0.7621
H -3.4351 0.3312 1.0002
H 1.2288 2.3650 -1.6275
H 2.6722 2.0875 -0.3672
H 1.3128 3.1406 -0.0831
H 1.7947 -1.5247 -1.5658
H 2.9191 -0.2068 -1.2384
H 2.4829 -0.9923 0.1052
H -0.9216 -2.3391 -1.4940
H -1.3519 -2.8809 0.2764
H 0.3064 -2.8572 -0.3871
```

Summary:
Total charge: +1
E_HOMO, hartree: -0.515
Frontier orbital gap, eV: 9.26
Multiplicity: 1


<Q>
This record from OMol25 describes the ion C7H15N2 with charge +1. The level of theory is the ωB97M-V functional and the def2-TZVPD basis.

Geometry as XYZ:
```
24
Properties=species:S:1:pos:R:3
C 0.6599 0.8916 0.2574
C 0.0783 -1.8729 -0.5701
C 0.5412 -1.4611 0.8770
C -0.8793 1.9665 -1.2580
C 0.9628 -1.7870 -1.5511
C 0.0201 -2.4177 1.9602
C -0.9977 3.2239 -0.4822
N 0.0716 -0.0228 1.1324
N -0.0438 1.0591 -0.9585
H 1.6197 0.4771 -0.0687
H -0.9084 -2.3653 -0.7006
H 1.5906 -1.5129 0.9044
H -1.6058 1.7766 -2.0233
H 0.9365 1.8133 0.8391
H 1.9445 -1.3871 -1.5478
H 0.7908 -1.9251 -2.6521
H 0.1931 -2.0314 3.0742
H 0.5504 -3.4459 1.9193
H -1.0939 -2.5874 1.8441
H -0.8070 4.1314 -1.0101
H -0.2830 3.2254 0.2527
H -2.0378 3.2986 -0.1370
H -0.9416 0.2341 1.1997
H -0.1128 0.2222 -1.4913
```

Summary:
Total charge: +1
E_HOMO, hartree: -0.485
SMILES string: C=C[C@H](C)NC/[NH+]=C\C
Frontier orbital gap, eV: 8.85
Multiplicity: 1


Short version: <Q> is the most stable of them.


<P>
This record from OMol25 describes a cluster of 2 separate species, C4H9N4O3 in total. The level of theory is the ωB97M-V functional and the def2-TZVPD basis.

Geometry as XYZ:
```
20
Properties=species:S:1:pos:R:3
C 0.6432 -0.7215 -0.8805
C -1.2461 0.6317 -1.5355
C -1.6252 -1.5880 -0.8207
C 1.3001 1.0511 2.9130
N 2.4437 1.3274 2.9614
N -0.5971 -0.6613 -1.1728
N 1.4985 0.2648 -1.2229
N 0.1747 0.4650 2.4025
O 0.3003 0.1547 1.2544
O 3.5851 1.5897 3.0617
O -0.8442 0.3634 3.0451
H -0.8372 1.4030 -0.9060
H -1.1833 1.0725 -2.6501
H -2.2849 0.5431 -1.3249
H -1.9628 -2.1492 -1.7623
H -1.2861 -2.2988 -0.1165
H -2.4582 -1.0932 -0.2538
H 0.8452 -1.6331 -0.3127
H 2.4860 0.0888 -1.1960
H 1.0484 1.1898 -1.4833
```

Summary:
Total charge: +1
E_HOMO, hartree: -0.519
Frontier orbital gap, eV: 9.27
Multiplicity: 1


<Q>
This record from OMol25 describes the ion C4H9N4O3 with charge +1. The level of theory is the ωB97M-V functional and the def2-TZVPD basis.

Geometry as XYZ:
```
20
Properties=species:S:1:pos:R:3
C 1.1029 -0.3624 0.1305
C -0.1513 0.9930 -0.0227
C 0.4017 -1.5023 0.2720
C -1.8112 -0.7668 -0.3353
N -0.9380 -1.6665 0.3558
N -1.4134 0.5869 -0.0136
N 2.4078 -0.1177 0.3126
N 0.3302 2.2002 0.2630
O -2.4051 1.5477 -0.2588
O 1.0437 -2.6865 0.4279
O -1.8189 -0.9995 -1.7140
H -2.9833 -0.8473 0.1151
H -1.3510 -2.5560 0.1886
H 3.0828 -0.1811 -0.4020
H 2.7160 -0.2183 1.2500
H 1.9030 -2.5487 0.0242
H -3.2894 1.2333 -0.4426
H -0.1136 3.0680 0.4886
H 1.2675 2.4816 0.0554
H -1.1996 -1.6502 -2.0123
```

Summary:
Total charge: +1
E_HOMO, hartree: -0.472
SMILES string: NC1=C(O)N[C@H](O)N(O)C1=[NH2+]
Frontier orbital gap, eV: 9.68
Multiplicity: 1


Short version: <Q> is the most stable of them.